No. 1
{
  "formula": "C9H20Cl2N3O",
  "method": "wB97M-V/def2-TZVPD",
  "total_charge": 1,
  "homo_energy_ha": -0.505,
  "symbols": ["C", "C", "C", "C", "O", "N", "C", "N", "C", "C", "C", "N", "H", "H", "H", "H", "H", "H", "H", "H", "H", "H", "H", "H", "H", "H", "H", "H", "H", "H", "C", "Cl", "Cl", "H", "H"],
  "coordinates": [[2.338, 0.026, 0.219], [2.119, 1.113, -0.845], [2.038, 2.520, -0.247], [0.933, 2.672, 0.783], [-0.326, 3.017, 0.125], [-1.365, 2.268, 0.607], [-1.635, 1.069, 0.091], [-1.286, 0.778, -1.174], [-1.272, -0.664, -1.451], [-2.651, -1.218, -1.151], [-2.871, -1.061, 0.358], [-2.247, 0.181, 0.892], [2.866, 0.419, 1.091], [1.408, -0.444, 0.550], [2.955, -0.778, -0.188], [2.940, 1.092, -1.565], [1.215, 0.905, -1.421], [1.860, 3.254, -1.038], [2.986, 2.771, 0.236], [0.785, 1.751, 1.351], [1.146, 3.472, 1.496], [-2.000, 2.740, 1.238], [-1.752, 1.368, -1.855], [-0.894, -0.841, -2.455], [-0.561, -1.098, -0.742], [-2.755, -2.267, -1.430], [-3.402, -0.638, -1.694], [-2.457, -1.897, 0.922], [-3.940, -1.010, 0.570], [-1.743, 0.062, 1.762], [1.615, -4.022, 0.970], [0.148, -3.739, 0.008], [1.803, -2.845, 2.271], [1.536, -5.009, 1.408], [2.468, -3.948, 0.308]],
  "forces_ev_per_a": [[0.1, -0.1, -0.4], [0.1, 0.0, 0.1], [-0.3, -0.1, -0.1], [0.2, 0.1, 0.4], [-0.2, -0.1, -0.4], [0.0, 0.2, 0.1], [-0.3, 0.1, -0.1], [-0.5, -0.3, 0.3], [0.1, -0.1, 0.1], [0.0, 0.1, 0.2], [-0.3, 0.2, 0.0], [0.9, -0.5, -0.4], [-0.1, 0.0, 0.0], [0.0, 0.1, 0.1], [-0.1, 0.0, 0.1], [0.0, 0.0, 0.1], [0.0, 0.0, 0.0], [0.1, 0.1, 0.1], [0.0, 0.0, 0.0], [0.0, 0.0, -0.1], [0.0, 0.0, -0.1], [0.2, -0.2, 0.2], [0.6, 0.2, -0.2], [-0.2, 0.1, 0.0], [0.1, 0.0, -0.2], [0.0, 0.1, 0.0], [0.0, -0.1, -0.1], [0.1, 0.0, -0.1], [0.1, 0.0, 0.1], [-0.6, 0.2, 0.3], [0.0, 0.0, 0.0], [0.0, 0.0, 0.0], [0.0, 0.0, 0.0], [0.0, 0.0, 0.0], [0.0, 0.0, 0.0]]
}



No. 2
{
  "formula": "C35H30CoN3O3P",
  "method": "wB97M-V/def2-TZVPD",
  "total_charge": 1,
  "relative_energy_kcal_mol": 0.0,
  "homo_energy_ha": [-0.381, -0.381],
  "symbols": ["Co", "O", "C", "C", "C", "C", "C", "C", "C", "N", "C", "C", "N", "C", "C", "C", "C", "C", "C", "C", "O", "H", "H", "H", "H", "H", "H", "H", "H", "H", "H", "H", "H", "H", "H", "O", "N", "C", "C", "C", "C", "C", "C", "C", "P", "C", "C", "C", "C", "C", "C", "C", "C", "C", "C", "C", "C", "H", "H", "H", "H", "H", "H", "H", "H", "H", "H", "H", "H", "H", "H", "H", "H"],
  "coordinates": [[-0.504, -0.688, 0.413], [-1.815, -0.826, -0.929], [-3.037, -1.170, -0.642], [-3.801, -1.865, -1.604], [-5.099, -2.222, -1.335], [-5.715, -1.899, -0.117], [-5.002, -1.205, 0.826], [-3.663, -0.840, 0.591], [-2.971, -0.040, 1.546], [-1.723, 0.267, 1.488], [-1.149, 1.207, 2.453], [0.329, 0.839, 2.692], [0.567, -0.442, 2.034], [1.300, -1.321, 2.608], [1.245, -2.713, 2.280], [2.198, -3.598, 2.816], [2.051, -4.955, 2.687], [0.902, -5.453, 2.060], [-0.064, -4.613, 1.561], [0.086, -3.215, 1.631], [-0.860, -2.466, 1.105], [-3.330, -2.117, -2.544], [-5.660, -2.769, -2.082], [-6.739, -2.186, 0.066], [-5.461, -0.927, 1.766], [-3.554, 0.385, 2.364], [-1.725, 1.181, 3.380], [-1.231, 2.215, 2.041], [0.525, 0.743, 3.760], [1.005, 1.599, 2.295], [1.892, -1.026, 3.476], [3.050, -3.185, 3.342], [2.792, -5.633, 3.085], [0.764, -6.523, 1.973], [-0.955, -5.012, 1.095], [0.019, -3.149, -1.183], [0.459, -1.847, -1.232], [0.972, -1.589, -2.367], [1.386, -0.294, -2.894], [1.998, -0.325, -4.152], [2.389, 0.836, -4.788], [2.165, 2.062, -4.177], [1.558, 2.107, -2.935], [1.154, 0.941, -2.285], [0.557, 1.134, -0.576], [2.180, 1.513, 0.167], [2.698, 2.793, 0.344], [3.994, 2.961, 0.810], [4.788, 1.858, 1.082], [4.292, 0.579, 0.867], [2.996, 0.408, 0.411], [-0.502, 2.600, -0.647], [-1.453, 2.615, -1.668], [-2.373, 3.646, -1.751], [-2.358, 4.669, -0.813], [-1.429, 4.651, 0.216], [-0.509, 3.617, 0.305], [-0.487, -3.183, -0.344], [1.019, -2.420, -3.067], [2.160, -1.282, -4.631], [2.861, 0.787, -5.759], [2.463, 2.980, -4.664], [1.393, 3.068, -2.464], [2.114, 3.667, 0.097], [4.387, 3.959, 0.948], [5.798, 1.993, 1.442], [4.916, -0.285, 1.046], [2.623, -0.595, 0.229], [-1.477, 1.816, -2.400], [-3.102, 3.649, -2.549], [-3.073, 5.478, -0.882], [-1.418, 5.442, 0.954], [0.197, 3.613, 1.126]],
  "forces_ev_per_a": [[0.5, -0.4, -0.4], [0.4, 0.2, -0.1], [-0.4, -0.1, 0.2], [0.1, 0.1, 0.1], [0.0, 0.0, 0.0], [0.0, 0.0, 0.1], [0.0, 0.0, -0.1], [0.2, -0.1, -0.2], [0.0, 0.1, -0.2], [0.2, -0.1, 0.2], [0.0, 0.0, 0.0], [-0.1, 0.0, 0.1], [0.3, 0.1, -0.4], [-0.4, -0.2, 0.1], [-0.1, -0.1, -0.1], [0.0, -0.1, 0.0], [0.1, 0.0, 0.0], [0.0, 0.0, 0.0], [0.1, 0.1, 0.1], [0.3, -0.1, 0.5], [-0.5, 0.5, -0.1], [0.0, 0.0, 0.0], [0.0, 0.0, 0.0], [0.0, 0.0, 0.0], [0.0, 0.0, 0.0], [0.0, 0.0, 0.0], [0.0, -0.1, 0.0], [0.0, -0.1, 0.1], [0.0, 0.1, 0.0], [-0.1, 0.0, 0.0], [0.0, 0.0, 0.0], [0.0, 0.0, 0.0], [0.0, 0.0, 0.0], [0.0, 0.0, 0.0], [0.0, 0.0, 0.0], [0.4, 0.1, -0.3], [-0.1, 0.0, 0.5], [-0.2, -0.2, 0.1], [0.1, 0.1, 0.0], [0.0, 0.0, 0.1], [0.0, 0.1, 0.0], [0.0, 0.0, 0.0], [-0.1, 0.0, 0.0], [0.0, 0.0, -0.1], [-0.2, 0.0, 0.0], [0.0, 0.0, 0.0], [0.0, 0.0, 0.0], [0.0, 0.0, 0.0], [0.0, 0.0, 0.0], [0.0, 0.0, 0.0], [0.0, 0.0, 0.0], [0.0, 0.0, 0.0], [0.0, 0.0, 0.0], [0.0, 0.0, 0.0], [0.0, 0.0, 0.0], [0.0, 0.0, 0.0], [0.1, 0.0, 0.0], [-0.2, 0.2, -0.1], [0.0, 0.0, 0.0], [0.0, 0.0, 0.0], [0.0, 0.0, 0.0], [0.0, 0.0, 0.0], [0.0, 0.0, 0.0], [-0.1, 0.0, 0.0], [0.0, 0.0, 0.0], [0.0, 0.0, 0.0], [0.0, 0.0, 0.0], [0.0, 0.0, 0.0], [0.0, 0.0, 0.0], [0.0, 0.0, 0.0], [0.0, 0.0, 0.0], [0.0, 0.0, 0.0], [0.1, 0.0, 0.0]]
}



No. 3
{
  "formula": "C3H4LiO3",
  "method": "wB97M-V/def2-TZVPD",
  "total_charge": -1,
  "relative_energy_kcal_mol": 112.0,
  "homo_energy_ha": -0.059,
  "symbols": ["O", "C", "O", "Li", "O", "C", "H", "C", "H", "H", "H"],
  "coordinates": [[0.742, -1.061, 0.813], [0.052, -0.451, -0.146], [-1.220, -0.681, -0.251], [-1.915, 0.965, -0.793], [-0.360, 1.882, -0.571], [0.559, 0.892, -0.398], [1.473, 0.878, -1.025], [1.560, 0.584, 1.341], [2.461, 0.129, 0.890], [2.254, 1.021, 2.077], [0.750, 1.012, 1.959]],
  "forces_ev_per_a": [[-2.2, -1.7, -3.7], [-0.7, -1.8, 5.2], [0.2, 0.3, -1.2], [0.9, -0.3, 0.4], [0.9, -1.2, -0.2], [1.1, 2.1, -0.5], [-0.4, 0.5, 0.1], [1.7, 3.2, 0.3], [-1.4, -1.3, -0.5], [1.4, 2.5, 0.7], [-1.4, -2.3, -0.7]]
}